Molecular formula: H35O17
Method: DFT, the ωB97M-V functional and the def2-TZVPD basis

## Properties
E_tot in eV: -35367.01773
Kohn-Sham gap (spin up / spin down) in eV: 2.4313 / 9.4812
Spin multiplicity: 2
Largest force on an atom in eV/Å: 8.6
E_HOMO (spin up / spin down) in eV: -2.67 / -9.80

```
52
Properties=species:S:1:pos:R:3:forces:R:3:mulliken_charge:R:1
O 0.60499 0.26537 0.25613 3.3 0.9 -0.9 -1.188
O 3.69762 1.41457 1.57185 -1.2 2.0 -2.4 -0.596
O -0.50683 0.61660 5.04446 -2.0 -6.4 0.6 -0.582
O 5.08637 0.99917 -1.20845 0.2 -3.1 3.9 -0.665
O 0.30450 -1.67219 -1.66122 0.1 -3.1 -0.2 -0.560
O 0.41774 1.27762 2.55473 -1.3 0.1 -2.6 -0.663
O 4.28732 -0.98276 -2.49159 2.7 0.3 -3.4 -0.641
O -4.73186 -1.32820 0.87699 -0.3 2.0 -4.8 -0.477
O -3.65652 -0.33379 -1.67725 -0.5 2.0 -1.2 -0.693
O -0.87049 -4.18592 -2.42746 -0.7 -3.5 -2.2 -0.644
O 0.32573 2.55778 -0.58393 2.5 0.6 -0.7 -0.540
O 3.51239 -3.01104 3.13029 4.6 -5.3 5.0 -0.596
O -1.96657 -1.97830 1.51723 5.1 3.8 1.8 -0.495
O -2.72044 0.76274 -4.06590 2.8 3.9 -2.0 -0.699
O 2.57845 1.27683 -2.79953 1.4 1.0 1.3 -0.681
O -3.82754 1.34139 0.50117 8.5 -0.9 -1.2 -0.644
O -1.53430 2.84343 1.01012 0.7 2.0 0.2 0.010
H -1.97562 1.98354 0.94464 -1.6 0.6 -0.2 0.386
H -4.57102 1.61442 0.82487 -7.1 1.6 2.0 0.225
H 0.76741 1.52182 3.36071 1.1 0.4 2.9 0.200
H -0.34066 -5.05080 -2.33070 -0.9 2.0 0.1 0.321
H 2.93475 -2.97874 2.50999 -5.7 1.2 -6.1 0.284
H -5.31111 -1.98493 1.07125 -3.1 -3.1 0.5 0.227
H -3.25738 -1.03067 -1.22986 0.9 -2.2 1.4 0.251
H 3.84737 -2.25909 3.46806 1.1 4.1 1.1 0.295
H -0.53910 2.92685 -0.11694 1.1 -0.9 0.3 0.017
H 3.09861 1.92009 2.11963 -0.3 0.1 0.1 0.270
H -0.54723 -1.67837 -2.14337 0.7 0.1 0.2 0.230
H -0.66305 -0.29417 5.68504 0.9 4.4 -2.6 0.326
H 4.13978 0.82720 2.10257 1.6 -2.2 2.1 0.236
H 5.20546 -0.01702 -0.83587 -0.4 3.6 -2.3 0.353
H -1.79854 -2.53883 0.84372 1.2 -2.8 -3.5 0.245
H -2.30990 1.60272 -4.65164 -1.5 -3.4 2.6 0.352
H 3.50389 1.46622 -3.11294 -1.3 -0.1 0.5 0.297
H -3.66443 0.72661 -0.20780 -1.5 -0.6 -0.8 0.398
H 2.67266 1.58815 -1.83978 -0.2 -0.7 -1.8 0.313
H -0.32581 1.89765 2.45500 0.2 -0.1 -0.1 0.251
H 3.40824 -0.71802 -2.49944 -3.3 0.5 0.9 0.312
H 0.53204 -2.69206 -1.65351 -0.7 3.1 -0.1 0.305
H 0.53583 -0.47665 -0.31845 -0.1 -1.4 -1.4 0.437
H -0.21105 0.39637 0.64552 -2.7 0.1 1.8 0.141
H -4.25065 -1.26852 1.61486 2.9 1.2 4.4 0.292
H 0.76277 1.51569 -0.32161 -1.6 0.9 0.3 0.612
H -2.95517 0.05850 -2.22547 -0.3 0.1 -0.2 0.394
H -0.17656 1.29185 5.55872 1.1 2.1 2.4 0.307
H -2.79775 -2.13481 1.72578 -5.8 -1.1 1.6 0.204
H -1.50484 -4.52485 -3.18177 1.6 1.4 2.1 0.319
H 4.49480 -0.36632 -3.29708 0.4 -1.9 2.2 0.327
H -3.48709 0.55729 -4.57054 -1.2 -0.4 -0.6 0.306
H -2.06201 3.70122 0.93443 0.1 -2.1 0.2 0.131
H 1.12551 3.23841 -0.54022 -1.6 -0.9 0.0 0.473
H 4.71931 1.31597 -0.33545 0.4 0.5 -1.2 0.320
```
Positions in Å, forces in eV/Å.